(1)
Computed, not measured: an isolated molecule of C4H4N2O at a distorted geometry, with wB97M-V/def2-TZVPD.

Structure (ORCA input):
```
! RIJCOSX wB97M-V def2-TZVPD def2/J DEFGRID3
* xyz 0 1
C -0.16 1.26 -1.26
C 1.04 -0.09 0.47
C -0.42 -0.37 0.56
C -0.91 -1.73 0.68
H 0.69 1.70 -1.79
H 1.39 0.82 0.95
H 1.76 -0.92 0.44
H -1.04 0.38 1.06
N 0.18 0.03 -0.69
N -1.28 -2.82 0.80
O -1.26 1.75 -1.22
*
```

The energy relative to the best compared isomer or geometry (same formula, charge and spin) is 170.15 kJ/mol. The calculation puts the orbital gap at 0.416 hartree. The structure (SMILES) is N#C[C@H]1CN1C=O. The LUMO energy is 0.5 eV. For the total energy, the calculation gives -339.51686 hartree.

(2)
Computed, not measured: a structure of composition C39H45AsIN5O3Ti at a distorted geometry, with wB97M-V/def2-TZVPD.

Structure (ORCA input):
```
! RIJCOSX wB97M-V def2-TZVPD def2/J DEFGRID3
* xyz 0 1
Ti -0.68 0.27 1.05
C -1.61 -1.25 -2.77
N -1.45 0.13 -2.34
C -0.73 0.92 -3.31
C -2.67 0.71 -1.88
C -3.36 1.64 -2.64
C -4.53 2.23 -2.18
C -4.99 1.91 -0.92
C -4.30 0.98 -0.14
C -3.15 0.35 -0.60
N -2.40 -0.56 0.19
C -3.04 -1.48 1.00
C -4.39 -1.86 0.92
C -4.91 -2.80 1.79
C -4.13 -3.37 2.78
C -2.77 -3.06 2.82
C -2.23 -2.17 1.92
N -0.80 -1.98 1.72
C -0.45 -2.85 0.56
C 0.02 -2.41 2.85
H -2.03 -1.32 -3.78
H -0.63 -1.76 -2.77
H -2.27 -1.78 -2.08
H 0.26 0.48 -3.45
H -0.59 1.93 -2.95
H -1.22 0.95 -4.30
H -2.99 1.91 -3.62
H -5.06 2.94 -2.80
H -5.88 2.38 -0.52
H -4.64 0.77 0.86
H -5.01 -1.43 0.15
H -5.95 -3.09 1.70
H -4.55 -4.07 3.49
H -2.14 -3.54 3.56
H -0.69 -3.89 0.79
H -1.01 -2.53 -0.31
H 0.61 -2.76 0.35
H -0.05 -3.49 3.01
H 1.06 -2.16 2.64
H -0.29 -1.89 3.76
N -2.47 0.49 4.77
C -1.66 0.73 3.75
O -2.06 0.53 2.58
C -0.26 1.20 3.96
C 0.55 0.83 2.72
H -3.40 0.14 4.59
H -2.18 0.66 5.71
H 0.13 0.79 4.89
H -0.29 2.30 4.08
H 1.24 0.02 3.00
H 1.13 1.70 2.41
O 0.93 -0.29 0.18
As 2.31 -0.24 -0.79
C 2.43 1.42 -1.69
C 3.17 1.57 -2.86
C 3.40 2.84 -3.35
C 2.93 3.95 -2.66
C 2.22 3.80 -1.48
C 1.96 2.53 -0.99
C 2.47 -1.78 -1.92
C 2.08 -1.78 -3.25
C 2.10 -2.97 -3.97
C 2.48 -4.15 -3.35
C 2.88 -4.15 -2.02
C 2.86 -2.96 -1.30
C 3.87 -0.29 0.31
C 5.07 -0.74 -0.24
C 6.25 -0.59 0.49
C 6.22 -0.01 1.75
C 5.02 0.46 2.27
C 3.85 0.34 1.54
H 3.58 0.70 -3.37
H 3.96 2.97 -4.27
H 3.14 4.94 -3.03
H 1.86 4.65 -0.92
H 1.40 2.42 -0.07
H 1.79 -0.87 -3.74
H 1.82 -2.97 -5.01
H 2.48 -5.08 -3.91
H 3.19 -5.07 -1.54
H 3.19 -2.95 -0.27
H 5.10 -1.20 -1.21
H 7.18 -0.94 0.07
H 7.13 0.09 2.32
H 5.00 0.92 3.25
H 2.92 0.73 1.94
N -1.71 3.78 -0.72
C -1.57 3.09 0.48
O -0.88 1.92 0.35
C -1.91 3.58 1.66
I 1.02 4.66 2.37
H -1.60 3.26 -1.56
H -2.40 4.51 -0.74
H -1.86 2.98 2.54
H -2.46 4.51 1.72
*
```

The energy relative to the best compared isomer or geometry (same formula, charge and spin) is 96.08 kJ/mol. The calculation puts the orbital gap at 0.184 hartree. The LUMO energy is -0.3 eV. For the total energy, the calculation gives -5395.64869 hartree.

(3)
Computed, not measured: a structure of composition C29H48BrO3P2PdSi at a distorted geometry, with wB97M-V/def2-TZVPD.

Structure (ORCA input):
```
! RIJCOSX wB97M-V def2-TZVPD def2/J DEFGRID3
* xyz 1 3
Pd -0.07 -1.57 -0.08
C 2.87 -2.90 -1.75
P 1.68 -3.00 -0.40
C 0.96 -4.67 -0.57
C 2.56 -2.89 1.24
C 3.92 -3.27 1.33
C 4.58 -3.26 2.54
C 3.86 -2.97 3.70
C 2.47 -2.58 3.61
C 1.83 -2.57 2.40
P 0.04 -2.09 2.21
C -0.94 -3.55 2.49
C -0.46 -0.91 3.57
H 3.24 -3.90 -2.05
H 3.72 -2.30 -1.42
H 2.55 -2.48 -2.69
H 1.74 -5.46 -0.53
H 0.39 -4.68 -1.51
H 0.14 -4.78 0.17
H 4.47 -3.57 0.45
H 5.65 -3.51 2.59
H 4.32 -2.99 4.66
H 1.92 -2.27 4.53
H -0.64 -4.06 3.42
H -0.83 -4.29 1.67
H -1.98 -3.22 2.59
H -0.42 -1.45 4.59
H -1.46 -0.52 3.40
H 0.19 -0.09 3.54
O -3.15 -5.28 -1.51
C -4.08 -4.29 -1.48
C -5.43 -4.58 -1.86
C -6.50 -3.73 -1.65
C -6.25 -2.47 -1.05
C -4.96 -2.22 -0.63
C -3.86 -3.07 -0.78
C -2.51 -2.46 -0.52
O -1.42 -3.04 -0.94
O -2.43 -1.43 0.15
H -3.57 -6.07 -1.85
H -5.65 -5.52 -2.36
H -7.46 -3.98 -2.08
H -7.11 -1.82 -0.90
H -4.75 -1.31 -0.07
C 1.49 4.52 1.39
C 1.44 3.06 0.93
C 2.83 2.38 1.06
C 0.49 2.33 1.98
Si 0.63 2.91 -0.81
Br 1.01 0.70 -1.28
C 1.58 3.82 -2.09
C 1.42 3.33 -3.52
C 1.07 5.26 -2.01
C 3.09 3.92 -1.76
C -1.23 2.99 -0.90
C -1.70 2.81 -2.34
C -1.97 1.84 -0.20
C -1.76 4.31 -0.26
H 1.68 4.55 2.46
H 0.55 5.00 1.28
H 2.27 5.16 0.90
H 3.21 2.53 2.09
H 3.58 2.69 0.35
H 2.69 1.30 0.91
H 1.04 2.28 2.94
H 0.20 1.33 1.66
H -0.43 2.89 2.11
H 0.39 3.10 -3.77
H 1.99 2.43 -3.71
H 1.86 4.11 -4.17
H 0.02 5.28 -2.22
H 1.56 5.90 -2.68
H 1.22 5.66 -0.99
H 3.56 2.91 -1.75
H 3.26 4.43 -0.80
H 3.56 4.53 -2.52
H -1.28 1.93 -2.82
H -1.46 3.64 -3.01
H -2.76 2.65 -2.30
H -1.67 0.85 -0.59
H -3.06 2.01 -0.39
H -1.83 1.79 0.89
H -1.37 5.20 -0.77
H -1.52 4.40 0.80
H -2.84 4.35 -0.31
*
```

The energy relative to the best compared isomer or geometry (same formula, charge and spin) is 0.00 kJ/mol. The calculation puts the orbital gap (spin up / spin down) at 0.298 / 0.232 hartree. The LUMO energy (spin up / spin down) is -2.2 / -4.4 eV. For the total energy, the calculation gives -5033.49703 hartree.

The lowest total energy belongs to which entry?
C39H45AsIN5O3Ti

Please write out number 1 again, unchanged.
Computed, not measured: an isolated molecule of C4H4N2O at a distorted geometry, with wB97M-V/def2-TZVPD.

Structure (ORCA input):
```
! RIJCOSX wB97M-V def2-TZVPD def2/J DEFGRID3
* xyz 0 1
C -0.16 1.26 -1.26
C 1.04 -0.09 0.47
C -0.42 -0.37 0.56
C -0.91 -1.73 0.68
H 0.69 1.70 -1.79
H 1.39 0.82 0.95
H 1.76 -0.92 0.44
H -1.04 0.38 1.06
N 0.18 0.03 -0.69
N -1.28 -2.82 0.80
O -1.26 1.75 -1.22
*
```

The energy relative to the best compared isomer or geometry (same formula, charge and spin) is 170.15 kJ/mol. The calculation puts the orbital gap at 0.416 hartree. The structure (SMILES) is N#C[C@H]1CN1C=O. The LUMO energy is 0.5 eV. For the total energy, the calculation gives -339.51686 hartree.

Which value of energy relative to the best compared isomer or geometry (same formula, charge and spin) does entry 2 give?
96.08 kJ/mol